The following is a quantum chemistry calculation of a 5-piece molecular cluster, C32H74N4O11 overall at a distorted geometry, from the OMol25 dataset.

XYZ file:
```
121
Properties=species:S:1:pos:R:3:forces:R:3
C 0.816686 -4.749778 1.066661 -0.2221 -0.3689 -0.4250
C 0.657984 -3.576399 0.104889 0.0072 0.4349 1.3399
C 1.957406 -2.792130 -0.048284 -0.3658 -0.0145 -0.5545
C -0.448543 -2.632777 0.669809 0.0614 -0.2987 -1.4881
C -1.725561 -2.656772 -0.219117 0.6647 0.1310 1.9872
C -2.758549 -3.612388 0.362896 -1.2262 -0.3478 -2.7301
C -3.976224 -3.678521 -0.637832 1.4498 -1.4285 0.7625
O -4.869441 -2.741381 -0.082790 -0.4872 0.7552 -0.9217
C -4.255298 -2.197504 1.003201 0.6916 -6.7659 -2.1554
O -4.333111 -1.148497 1.390230 -1.1997 6.5516 2.6195
O -3.451697 -3.187849 1.510500 1.0942 0.7051 0.8963
H 0.915438 -4.420888 2.093580 0.2516 0.1962 0.1934
H 1.652757 -5.397093 0.818493 0.2102 -0.0361 -0.0221
H -0.086627 -5.355364 1.026625 -0.1540 -0.2064 0.0528
H 0.354152 -3.966227 -0.862684 -0.0394 0.0175 -0.2506
H 2.413618 -2.569909 0.907429 0.1703 -0.1104 0.2794
H 1.734083 -1.839632 -0.520659 0.1337 0.1235 -0.0277
H 2.648121 -3.309524 -0.705255 0.3663 -0.1861 0.1155
H -0.067522 -1.616707 0.677311 -0.0127 -0.0569 0.1734
H -0.697869 -2.908956 1.684322 -0.1379 -0.0201 0.3320
H -1.512581 -2.980830 -1.230144 0.1579 -0.0856 -0.2315
H -2.085530 -1.628371 -0.266874 -0.4457 -0.3603 -0.1105
H -2.384869 -4.617850 0.457606 0.3729 -0.2067 0.5942
H -3.642996 -3.494109 -1.651399 -0.3374 0.7293 -0.2013
H -4.319171 -4.710129 -0.627881 -0.8767 0.0860 0.1520
C -4.564792 1.550626 4.145913 0.2116 -0.1153 -0.0148
O -3.562584 2.221463 4.883474 -0.1003 0.0044 0.0331
C -3.502988 1.924387 6.272205 0.1728 0.2820 0.0941
C -2.317937 1.044080 6.625340 -0.1002 -0.3230 -0.1908
N -2.508635 -0.333245 6.171408 0.1803 0.1198 -0.2085
C -1.316399 -1.181251 6.221272 -0.2368 0.0160 0.1746
C -0.099762 -0.805918 5.380026 0.0336 -0.1658 0.0026
O -0.293564 -0.989342 3.989477 0.1868 0.0646 0.0020
C -0.996776 0.029087 3.302791 -0.0057 -0.2452 -0.1166
H -4.650275 2.047520 3.180507 0.0435 0.0096 0.0197
H -4.281524 0.508978 3.967098 -0.2231 -0.0660 -0.0534
H -5.538584 1.587139 4.642724 0.0237 -0.0180 0.0698
H -4.436562 1.486993 6.638648 -0.0329 -0.1029 -0.1398
H -3.373945 2.889954 6.770470 0.0001 -0.0644 0.0846
H -2.203133 1.026166 7.713704 0.0330 0.0632 0.0080
H -1.423001 1.513095 6.197503 0.0373 0.0632 0.0412
H -2.851634 -0.334215 5.219949 -0.0646 0.0711 0.0289
H -1.622329 -2.180850 5.902920 0.0065 -0.0141 0.0354
H -1.012488 -1.265364 7.270619 0.0893 0.0356 -0.0204
H 0.701179 -1.501085 5.646906 -0.0185 0.0009 0.0011
H 0.284548 0.197233 5.601438 -0.1665 0.1090 -0.1017
H -0.786071 1.024236 3.702676 -0.0623 0.0086 0.1004
H -2.071847 -0.171138 3.317031 -0.0642 0.1976 0.0074
H -0.677792 -0.002125 2.259719 0.0784 0.0039 0.0532
C 6.560099 -9.379241 2.330510 -0.1034 0.0194 0.1491
O 6.630901 -8.711354 3.576186 0.1130 -0.0402 -0.2585
C 7.759162 -7.855693 3.723029 0.0088 0.0656 0.3970
C 7.361045 -6.393007 3.687168 -0.1267 -0.0300 -0.2516
N 6.940544 -5.982111 2.352228 -0.1669 -0.0075 0.1173
C 6.269348 -4.683251 2.290799 0.1072 -0.1306 -0.1209
C 4.989469 -4.474682 3.098811 -0.0543 0.2575 -0.0509
O 3.864946 -5.198125 2.631048 0.1113 -0.0575 0.0974
C 3.809205 -6.556434 3.026144 -0.2127 0.0947 -0.1817
H 5.806991 -10.161167 2.418939 -0.0100 0.0331 0.0419
H 6.259354 -8.702581 1.523878 0.0839 -0.0452 -0.0908
H 7.514995 -9.845829 2.073053 0.0166 0.0284 -0.0392
H 8.531076 -8.079183 2.980932 -0.0926 0.0262 -0.1155
H 8.180151 -8.067784 4.710158 0.0300 0.0024 -0.0253
H 8.217395 -5.782984 3.990666 -0.0080 0.0088 0.0192
H 6.565935 -6.253700 4.429974 0.0828 -0.0143 0.1324
H 6.309688 -6.678802 1.979366 0.0296 -0.0320 0.0004
H 6.026697 -4.504009 1.240524 -0.0107 0.0620 0.0131
H 6.991594 -3.912885 2.581431 -0.0334 0.0059 0.0667
H 4.715898 -3.421370 2.992995 -0.0075 -0.0130 -0.0177
H 5.133186 -4.642523 4.172799 0.0414 -0.1551 -0.0122
H 4.223894 -6.712268 4.024720 0.0925 -0.0208 -0.0224
H 4.318673 -7.196906 2.301655 0.1016 -0.1094 0.1248
H 2.759820 -6.854633 3.037865 -0.0088 0.0733 0.0123
C -3.228575 4.096840 -1.797036 -0.1362 -0.1275 0.0200
O -3.424859 2.953681 -2.611012 0.1569 0.2006 0.0619
C -2.639147 2.938875 -3.797682 -0.2537 -0.2765 -0.2481
C -1.530206 1.907356 -3.720618 0.0759 0.1095 0.2270
N -0.494149 2.305648 -2.774228 -0.0722 -0.1807 0.0703
C 0.453230 1.249778 -2.418019 -0.0230 0.2257 -0.0138
C -0.078982 -0.030981 -1.777357 0.2200 -0.0887 -0.0280
O -0.571547 0.124932 -0.458596 -0.1120 0.3731 -0.3046
C -1.889833 0.638824 -0.353905 0.1658 0.2411 0.2951
H -4.028729 4.114335 -1.057660 0.0035 -0.0725 -0.0186
H -2.271541 4.057671 -1.266823 0.0384 0.1398 -0.0220
H -3.275302 5.016967 -2.384295 0.0895 0.0091 -0.0073
H -2.249506 3.930134 -4.033286 0.0034 -0.0055 0.2281
H -3.315218 2.649867 -4.609090 0.0314 0.0000 -0.0121
H -1.077189 1.793001 -4.711164 -0.0103 -0.0261 -0.0068
H -1.992672 0.950658 -3.447331 -0.0641 -0.0468 -0.1328
H -0.935001 2.631298 -1.924485 -0.0165 0.0750 -0.0336
H 1.169787 1.691519 -1.721294 0.0409 -0.0535 -0.0066
H 1.016768 0.978990 -3.317588 -0.0425 -0.0706 -0.0036
H 0.768152 -0.717138 -1.688117 -0.0833 0.0861 -0.0611
H -0.818424 -0.543383 -2.404827 -0.1256 0.1156 0.0030
H -2.533023 0.303393 -1.170959 0.0217 0.0911 -0.0921
H -1.876096 1.730140 -0.305668 -0.1591 0.0234 -0.1284
H -2.312515 0.278696 0.585215 0.0162 0.0043 -0.0177
C -1.711366 10.526779 -6.545103 -0.1520 -0.0983 0.0068
O -2.262672 9.413827 -7.223979 0.2271 0.1634 0.0470
C -1.388565 8.808850 -8.170896 -0.2536 -0.2260 -0.2193
C -0.892821 7.458384 -7.691592 0.1045 0.1140 0.2387
N 0.040024 7.591502 -6.578207 -0.1835 -0.0861 0.0684
C 0.336282 6.344805 -5.871529 0.0768 0.2049 -0.0458
C -0.811825 5.571729 -5.225873 0.2338 -0.1787 0.0365
O -1.390173 6.204263 -4.096235 -0.0876 0.0148 -0.1304
C -2.329549 7.225206 -4.383642 0.0674 -0.0540 0.2394
H -2.526425 11.036297 -6.032835 -0.0200 -0.0490 -0.0121
H -0.973368 10.220566 -5.796385 0.0883 0.0954 -0.0252
H -1.247595 11.229817 -7.242464 0.0497 -0.0055 0.0104
H -0.558013 9.471575 -8.430471 0.0475 0.0085 0.1424
H -1.979118 8.650233 -9.077943 0.0349 0.0149 -0.0106
H -0.385769 6.950803 -8.517929 -0.0140 -0.0179 -0.0025
H -1.775196 6.865345 -7.420450 -0.0597 -0.0300 -0.1434
H -0.340091 8.248123 -5.909878 0.0086 0.0396 -0.0316
H 1.048749 6.593282 -5.081541 0.0136 -0.0730 0.0091
H 0.857071 5.675827 -6.564765 -0.0623 -0.0419 -0.0059
H -0.390394 4.635828 -4.847318 0.0416 0.0443 0.0397
H -1.589143 5.283467 -5.944787 -0.0446 0.1741 -0.0478
H -2.907498 7.010141 -5.285523 0.0545 0.0450 -0.0669
H -1.837180 8.196034 -4.474113 -0.0903 0.0604 -0.1471
H -3.018617 7.289904 -3.540049 0.0219 -0.0591 0.0071
```
Forces are in eV/Å.

Results
2S+1: 1
Highest occupied orbital energy, eV: -8.42
LUMO, eV: 0.77
SMILES: CC(C)CC[C@@H]1COC(=O)O1.COCCNCCOC.COCCNCCOC.COCCNCCOC.COCCNCCOC
Maximum force, eV Å⁻¹: 7.16